*P*
Below is the ion C5H11NO2 with charge +1, with properties calculated with the ωB97M-V functional and the def2-TZVPD basis.

Positions of all 19 atoms, in Å:
C1 0.75096 -0.41789 -0.13575
C2 0.05712 0.01541 1.14518
C3 -0.90804 -1.02396 1.75946
O1 -0.29924 -2.14825 2.43015
C4 -0.09694 -0.52815 -1.30609
N1 -0.29202 0.70243 -1.99509
C5 0.33627 2.07513 -1.53218
O2 -0.70230 -1.49273 -1.59276
H1 1.11729 -1.39970 -0.11911
H2 1.56530 0.21370 -0.44581
H3 -0.30700 1.01635 1.33003
H4 0.94109 0.04598 1.88072
H5 -1.51671 -1.41722 1.10142
H6 -1.44527 -0.64849 2.69312
H7 0.11115 -2.78267 1.84155
H8 -0.90031 0.65599 -2.72474
H9 1.29200 1.99638 -1.89494
H10 -0.13459 3.00395 -2.03277
H11 0.43123 2.13375 -0.40239

Values from the calculation:
- charge = +1
- LUMO energy (spin up / spin down) (Ha) = -0.133 / -0.339
- HOMO-LUMO gap (spin up / spin down) (eV) = 10.212 / 4.604
- 2S+1 = 2

Quick look at the Mulliken charges, all values in e: C -0.813; C -0.362; C -0.704; O -0.503; C 0.417; N 0.105; C -0.730; O -0.350; H 0.370; H 0.506; H 0.438; H 0.282; H 0.400; H 0.276; H 0.297; H 0.313; H 0.449; H 0.327; H 0.280

***

*Q*
Below is a structure of composition C5H11NO2, with properties calculated with the ωB97M-V functional and the def2-TZVPD basis.

Positions of all 19 atoms, in Å:
C1 -0.55642 -0.97034 0.14726
C2 -1.60560 0.01806 0.70818
O1 -1.42323 0.16004 2.19677
C3 0.84820 -0.93495 0.54562
N1 1.37139 0.40359 0.59544
C4 1.02055 1.12374 -0.65565
C5 0.98630 0.48979 -2.01054
O2 0.55321 0.92044 -3.17027
H1 -0.94505 -1.95592 0.45107
H2 -0.60419 -1.04471 -0.95997
H3 -2.53679 -0.49411 0.48600
H4 -1.62468 1.02687 0.21291
H5 -1.96677 0.82900 2.52413
H6 1.44223 -1.57249 -0.14905
H7 0.92281 -1.41672 1.52765
H8 0.96649 0.80199 1.42602
H9 1.44511 2.12914 -0.66130
H10 -0.05654 0.82592 -1.22996
H11 1.76299 -0.33934 -1.98430

Values from the calculation:
- charge = +1
- LUMO energy (spin up / spin down) (Ha) = -0.196 / -0.311
- HOMO-LUMO gap (spin up / spin down) (eV) = 9.524 / 6.497
- 2S+1 = 2

Quick look at the Mulliken charges, all values in e: C -0.787; C -0.368; O -0.510; C -0.724; N -0.077; C -0.194; C -0.110; O -0.369; H 0.407; H 0.495; H 0.368; H 0.372; H 0.308; H 0.282; H 0.420; H 0.383; H 0.480; H 0.213; H 0.410

***

Relative energies, in hartree, with the most stable structure set to zero: *P* 0.0000; *Q* 0.0801.

***

*P*
Below is a cluster of 2 separate species, C11H15NO in total, with properties calculated with the ωB97M-V functional and the def2-TZVPD basis.

Positions of all 28 atoms, in Å:
C1 1.42904 3.32800 1.11737
C2 0.56053 2.29236 0.46843
C3 0.45844 1.98140 -0.85427
N1 -0.42737 0.92970 -1.03413
C4 -0.97611 0.61311 0.18102
C5 -2.00663 -0.27064 0.48270
C6 -2.34223 -0.46425 1.80559
C7 -1.55477 0.15064 2.80485
C8 -0.63757 1.11546 2.49422
C9 -0.33786 1.40304 1.15340
H1 1.38127 4.28816 0.60433
H2 2.44732 2.97416 1.22582
H3 1.06104 3.56333 2.11614
H4 0.85922 2.48313 -1.72050
H5 -0.64355 0.60202 -1.95755
H6 -2.46465 -0.88825 -0.28122
H7 -3.26450 -0.97119 2.05786
H8 -1.72889 -0.09712 3.84867
H9 -0.09903 1.62965 3.28667
C10 0.14297 -2.28515 -1.86730
C11 1.17254 -3.34298 -2.23530
O1 2.50389 -2.87412 -2.16596
H10 -0.86459 -2.67129 -1.71011
H11 0.06339 -1.49213 -2.61578
H12 0.52184 -1.75792 -0.99259
H13 1.03807 -4.21427 -1.57799
H14 1.03467 -3.65605 -3.26970
H15 2.67350 -2.36878 -1.36469

Values from the calculation:
- LUMO energy (Ha) = 0.029
- HOMO-LUMO gap (eV) = 8.674

Quick look at the Mulliken charges, all values in e: C -1.335; C 0.441; C -0.718; N 0.069; C -0.358; C -0.524; C -0.517; C -0.594; C -0.373; C 0.919; H 0.357; H 0.274; H 0.323; H 0.396; H 0.255; H 0.335; H 0.381; H 0.358; H 0.320; C -0.737; C -0.326; O -0.512; H 0.305; H 0.178; H 0.250; H 0.268; H 0.264; H 0.299

***

*Q*
Below is a cluster of 2 separate species, C11H15NO in total, with properties calculated with the ωB97M-V functional and the def2-TZVPD basis.

Positions of all 28 atoms, in Å:
C1 -0.21466 2.48284 -0.43769
C2 0.53433 1.54196 0.44953
C3 1.85660 1.27993 0.57002
N1 2.08598 0.32871 1.53919
C4 0.86906 -0.06486 2.03517
C5 0.54442 -0.97279 3.04350
C6 -0.77754 -1.16232 3.37578
C7 -1.80656 -0.49018 2.68479
C8 -1.46922 0.43255 1.71655
C9 -0.13823 0.66871 1.37892
H1 0.24757 2.65767 -1.40814
H2 -0.35531 3.44219 0.05418
H3 -1.21851 2.08998 -0.57890
H4 2.61685 1.64658 -0.10618
H5 2.89760 -0.27065 1.49824
H6 1.34905 -1.47115 3.58188
H7 -1.03898 -1.74877 4.24588
H8 -2.83951 -0.72725 2.87018
H9 -2.23373 0.98356 1.18057
C10 0.72097 -1.01129 -3.41594
C11 -0.54042 -1.02242 -2.54901
O1 -1.64786 -1.69768 -3.16246
H10 0.57900 -0.42519 -4.32890
H11 1.02647 -2.03271 -3.65443
H12 1.49289 -0.49948 -2.84338
H13 -0.27531 -1.48070 -1.60096
H14 -0.92197 -0.01322 -2.48290
H15 -1.34296 -2.46401 -3.65546

Values from the calculation:
- LUMO energy (Ha) = 0.029
- HOMO-LUMO gap (eV) = 8.728

Quick look at the Mulliken charges, all values in e: C -1.411; C 0.484; C -0.663; N -0.104; C -0.396; C -0.664; C -0.435; C -0.709; C -0.374; C 1.242; H 0.350; H 0.325; H 0.312; H 0.404; H 0.255; H 0.357; H 0.363; H 0.406; H 0.263; C -1.119; C 0.099; O -0.546; H 0.314; H 0.384; H 0.286; H 0.199; H 0.078; H 0.297

***

Relative energies, in hartree, with the most stable structure set to zero: *P* 0.0029; *Q* 0.0000.

***

*P*
Below is a cluster of 3 separate species, C4H15NO3 in total, with properties calculated with the ωB97M-V functional and the def2-TZVPD basis.

Positions of all 23 atoms, in Å:
C1 0.71201 -2.93994 -0.48969
N1 -0.07526 -2.33477 0.52801
C2 -1.38548 -1.83992 0.18229
C3 -1.72480 -0.42076 0.67111
C4 -0.63346 0.61866 0.28531
O1 -1.11883 1.57486 -0.65955
H1 1.57972 -3.42698 -0.00655
H2 0.24746 -3.74080 -1.05172
H3 1.27163 -2.21274 -1.09693
H4 0.45748 -1.62333 1.04859
H5 -1.46460 -1.82021 -0.90137
H6 -2.18501 -2.49534 0.54709
H7 -2.70027 -0.12980 0.31417
H8 -1.74780 -0.51128 1.76361
H9 0.12086 0.08676 -0.28533
H10 -0.35361 1.14838 1.18931
H11 -2.07205 1.54127 -0.77765
H12 1.01775 2.88228 0.84777
H13 0.20046 3.02551 -0.49140
O2 0.97982 3.32275 -0.00542
H14 2.30812 1.87699 -0.94695
H15 3.37980 1.13015 -0.19127
O3 2.44452 1.07754 -0.41680

Values from the calculation:
- charge = +1
- LUMO energy (spin up / spin down) (Ha) = -0.110 / -0.302
- HOMO-LUMO gap (spin up / spin down) (eV) = 10.535 / 5.322
- 2S+1 = 2

Quick look at the Mulliken charges, all values in e: C -0.838; N 0.093; C -0.564; C -0.828; C -0.113; O -0.552; H 0.367; H 0.390; H 0.376; H 0.369; H 0.346; H 0.417; H 0.399; H 0.334; H 0.266; H 0.195; H 0.293; H 0.299; H 0.360; O -0.635; H 0.341; H 0.299; O -0.614

***

*Q*
Below is a cluster of 4 separate species, C4H15NO3 in total, with properties calculated with the ωB97M-V functional and the def2-TZVPD basis.

Positions of all 23 atoms, in Å:
C1 -1.47114 0.39760 2.24012
N1 -2.68835 1.14701 2.06472
C2 1.40837 0.10877 -1.75644
C3 1.98229 -0.04579 -0.47297
C4 3.25516 0.58635 -0.10404
O1 4.29244 -0.23066 -0.71937
H1 -1.62829 -0.67886 2.20640
H2 -0.78277 0.80688 1.50194
H3 -1.01290 0.65824 3.19567
H4 -3.47237 0.98491 2.68280
H5 2.08017 0.61380 -2.45421
H6 1.07805 -0.84329 -2.19352
H7 0.48224 0.70949 -1.79793
H8 1.57655 -0.89063 0.08855
H9 3.44153 0.75775 0.95070
H10 3.32741 1.50658 -0.68891
H11 3.88771 -1.10446 -0.83387
H12 -3.39180 0.58421 -1.03200
H13 -3.01866 1.15064 1.10024
O2 -2.86349 0.12426 -0.35686
H14 -2.27525 -2.87655 -1.04012
H15 -2.34293 -1.34574 -1.10902
O3 -1.86398 -2.12049 -1.47190

Values from the calculation:
- charge = +1
- LUMO energy (spin up / spin down) (Ha) = -0.280 / -0.280
- HOMO-LUMO gap (spin up / spin down) (eV) = 5.500 / 4.390
- 2S+1 = 2

Quick look at the Mulliken charges, all values in e: C -0.579; N -0.403; C -0.893; C 0.161; C -0.394; O -0.358; H 0.276; H 0.141; H 0.374; H 0.240; H 0.358; H 0.358; H 0.369; H 0.419; H 0.306; H 0.320; H 0.330; H 0.280; H 0.288; O -0.678; H 0.319; H 0.397; O -0.631

***

Relative energies, in hartree, with the most stable structure set to zero: *P* 0.0000; *Q* 0.1319.

***

*P*
Below is the ion C5H11N2 with charge +1, with properties calculated with the ωB97M-V functional and the def2-TZVPD basis.

Positions of all 18 atoms, in Å:
C1 0.57219 0.51471 -0.30455
C2 -2.07014 0.39929 -0.19578
C3 -1.64301 0.72628 1.16468
C4 -0.81896 1.27972 -0.00947
C5 1.58900 -1.72319 0.04322
N1 0.46909 -0.69831 0.12712
N2 1.59759 0.96875 -0.98730
H1 -1.91822 -0.58247 -0.70872
H2 -2.91889 1.01608 -0.72127
H3 -2.24015 1.42510 1.68030
H4 -1.49111 -0.12336 1.79793
H5 -0.92435 2.42614 -0.27339
H6 2.17886 -1.44574 0.88362
H7 1.08067 -2.69735 0.15323
H8 2.11268 -1.76275 -0.92181
H9 -0.42143 -0.97070 0.40830
H10 1.87195 1.92890 -1.07878
H11 2.18017 0.14214 -1.15216

Values from the calculation:
- charge = +1
- LUMO energy (spin up / spin down) (Ha) = -0.110 / -0.306
- HOMO-LUMO gap (spin up / spin down) (eV) = 6.706 / 6.035
- 2S+1 = 3

Quick look at the Mulliken charges, all values in e: C 0.398; C -0.414; C -0.810; C -0.037; C -1.039; N -0.058; N -0.235; H 0.254; H 0.262; H 0.284; H 0.219; H 0.318; H 0.400; H 0.339; H 0.437; H 0.238; H 0.271; H 0.173

***

*Q*
Below is a cluster of 2 separate species, C5H11N2 in total, with properties calculated with the ωB97M-V functional and the def2-TZVPD basis.

Positions of all 18 atoms, in Å:
C1 -2.70757 0.71535 1.26305
C2 0.10720 2.43409 -0.06824
C3 -1.37491 0.85321 1.40230
C4 -0.56751 1.49294 0.47126
C5 1.35266 -0.75915 -0.70497
N1 1.66943 -1.29271 0.58475
N2 -0.06807 -0.45402 -0.74675
H1 -3.29680 0.23859 2.03029
H2 -3.23532 1.09174 0.40272
H3 0.74694 2.34318 -0.92929
H4 0.04338 3.43214 0.35416
H5 -0.86149 0.43453 2.26037
H6 1.90770 0.17461 -0.85465
H7 1.60345 -1.43443 -1.54945
H8 2.65628 -1.25305 0.79491
H9 1.34055 -2.24335 0.70266
H10 -0.39239 -0.19821 -1.67205
H11 -0.63384 -1.19193 -0.34430

Values from the calculation:
- charge = +1
- LUMO energy (spin up / spin down) (Ha) = -0.107 / -0.300
- HOMO-LUMO gap (spin up / spin down) (eV) = 8.439 / 5.980
- 2S+1 = 3

Quick look at the Mulliken charges, all values in e: C -0.745; C -0.620; C -0.081; C 0.322; C -0.379; N -0.487; N -0.292; H 0.328; H 0.330; H 0.235; H 0.267; H 0.331; H 0.367; H 0.342; H 0.245; H 0.230; H 0.293; H 0.314

***

Relative energies, in hartree, with the most stable structure set to zero: *P* 0.0430; *Q* 0.0000.

***

*P*
Below is a structure of composition C5H12NS, with properties calculated with the ωB97M-V functional and the def2-TZVPD basis.

Positions of all 19 atoms, in Å:
C1 1.61416 -0.96057 -0.41610
C2 0.16462 -1.25906 -0.28704
C3 1.96070 0.27338 0.41417
C4 -1.55395 0.73082 -1.11677
C5 -1.22309 0.48622 1.26793
N1 -0.59794 0.48214 -0.04655
S1 0.80832 1.55299 -0.14465
H1 2.18707 -1.80801 -0.03049
H2 1.88921 -0.79053 -1.45736
H3 -0.34697 -1.60799 -1.17118
H4 -0.15062 -1.73705 0.63026
H5 1.84249 0.11104 1.48546
H6 2.96955 0.63093 0.21705
H7 -2.01876 1.70873 -0.97381
H8 -1.05137 0.72925 -2.08245
H9 -2.33291 -0.03111 -1.11333
H10 -1.65986 1.46772 1.46274
H11 -2.01442 -0.26109 1.31973
H12 -0.48626 0.28219 2.04237

Values from the calculation:
- charge = +1
- LUMO energy (Ha) = -0.131
- HOMO-LUMO gap (eV) = 10.285

Quick look at the Mulliken charges, all values in e: C -0.415; C -0.314; C -0.615; C -0.978; C -0.924; N -0.016; S 0.036; H 0.340; H 0.306; H 0.312; H 0.298; H 0.301; H 0.420; H 0.373; H 0.371; H 0.406; H 0.343; H 0.416; H 0.341

***

*Q*
Below is a cluster of 2 separate species, C5H12NS in total, with properties calculated with the ωB97M-V functional and the def2-TZVPD basis.

Positions of all 19 atoms, in Å:
C1 0.39694 -0.28065 0.26423
C2 -0.85107 -0.46972 -2.31418
C3 -1.70360 -0.53189 1.63469
C4 2.38842 0.87656 -0.59394
C5 -0.16390 -0.70166 1.52340
N1 1.49789 0.39784 0.38276
S1 -1.21286 1.09614 -2.42572
H1 0.18669 -0.64601 -0.72844
H2 -1.70844 -1.11312 -2.53884
H3 -2.03313 -0.54115 2.60330
H4 -2.14268 -1.36372 1.09541
H5 -2.05855 0.37308 1.16413
H6 3.40639 0.78406 -0.31188
H7 2.21977 0.28512 -1.51658
H8 2.18689 1.95335 -1.00960
H9 0.05784 -1.82322 1.61057
H10 0.23525 -0.09030 2.27703
H11 1.88169 0.57108 1.31678
H12 -2.58353 1.22422 -2.43312

Values from the calculation:
- charge = +1
- LUMO energy (Ha) = -0.158
- HOMO-LUMO gap (eV) = 8.733

Quick look at the Mulliken charges, all values in e: C -0.001; C -0.425; C -1.257; C -0.842; C -0.263; N -0.033; S -0.004; H 0.450; H 0.285; H 0.390; H 0.325; H 0.358; H 0.364; H 0.330; H 0.279; H 0.265; H 0.316; H 0.293; H 0.171

***

Relative energies, in hartree, with the most stable structure set to zero: *P* 0.0000; *Q* 0.1050.